Entry from the OMol25 dataset: a structure of composition C36H37HgN6O10S (ωB97M-V/def2-TZVPD).

The expectation value of S² is 0.7741. The HOMO energy (spin up / spin down) is -0.484 / -2.794 eV. The HOMO-LUMO gap (spin up / spin down) comes out at 4.34 / 6.63 eV. The total charge is -2. Its relative energy (zero: lowest compared OMol25 entry of this formula, charge and spin) is 0.00 kJ/mol. The calculated total energy is -3026.75895 Ha. Its spin multiplicity is 2.

Positions of all 91 atoms, in Å:
Hg (-0.08, -0.35, -0.33)
N (3.11, 0.21, 0.31)
C (3.53, -0.85, -0.60)
C (2.73, -1.12, -1.89)
O (3.37, -1.64, -2.83)
N (1.45, -0.78, -1.91)
C (0.78, -1.01, -3.19)
C (-0.62, -0.41, -3.29)
O (-1.01, -0.07, -4.41)
O (-1.33, -0.36, -2.22)
H (2.80, 1.01, -0.23)
H (2.31, -0.08, 0.84)
H (4.55, -0.65, -0.95)
H (3.58, -1.79, -0.04)
H (1.38, -0.63, -4.01)
H (0.66, -2.09, -3.37)
O (1.31, -6.60, 3.37)
C (2.28, -5.55, 3.29)
C (1.74, -4.41, 2.50)
C (1.50, -4.56, 1.11)
C (1.01, -3.46, 0.43)
N (0.75, -2.29, 0.99)
C (0.99, -2.11, 2.33)
C (1.49, -3.20, 3.09)
C (0.72, -0.82, 2.87)
C (1.02, -0.48, 4.23)
C (0.72, 0.76, 4.72)
C (1.02, 1.14, 6.14)
O (-0.17, 1.40, 6.90)
C (0.11, 1.71, 3.86)
C (-0.13, 1.33, 2.55)
N (0.17, 0.13, 2.05)
H (1.72, -7.35, 3.81)
H (3.19, -5.93, 2.81)
H (2.55, -5.20, 4.30)
H (1.69, -5.49, 0.60)
H (0.84, -3.51, -0.64)
H (1.68, -3.09, 4.15)
H (1.49, -1.20, 4.88)
H (1.66, 2.03, 6.15)
H (1.55, 0.34, 6.65)
H (-0.82, 1.76, 6.29)
H (-0.12, 2.71, 4.19)
H (-0.59, 2.02, 1.85)
C (-2.39, -3.40, 1.52)
C (-2.99, -2.04, 1.44)
N (-2.46, -0.99, 0.86)
C (-3.33, 0.05, 1.05)
C (-4.43, -0.39, 1.75)
N (-4.19, -1.72, 1.98)
C (-5.69, 0.21, 2.25)
O (-5.88, 1.47, 2.00)
O (-6.48, -0.49, 2.86)
C (-3.00, 1.44, 0.58)
O (-3.89, 2.33, 0.76)
O (-1.88, 1.62, 0.08)
H (-1.95, -3.66, 0.56)
H (-3.14, -4.15, 1.79)
H (-1.59, -3.43, 2.26)
H (-4.83, -2.30, 2.50)
H (-5.04, 1.87, 1.47)
O (0.88, 2.24, -0.59)
S (-0.01, 2.99, -1.53)
C (-0.79, 4.37, -0.59)
C (0.15, 5.21, 0.22)
C (0.92, 4.65, 1.25)
C (1.79, 5.44, 1.98)
C (1.91, 6.80, 1.71)
C (1.15, 7.36, 0.69)
C (0.28, 6.57, -0.04)
C (1.15, 4.00, -2.53)
C (2.16, 3.05, -3.10)
C (3.34, 2.81, -2.41)
C (4.22, 1.83, -2.83)
C (3.93, 1.07, -3.96)
C (2.76, 1.31, -4.66)
C (1.87, 2.29, -4.23)
H (-1.54, 3.85, 0.02)
H (-1.31, 4.96, -1.35)
H (0.85, 3.59, 1.46)
H (2.39, 4.99, 2.76)
H (2.59, 7.42, 2.28)
H (1.23, 8.42, 0.47)
H (-0.31, 7.01, -0.84)
H (1.61, 4.74, -1.89)
H (0.54, 4.48, -3.31)
H (3.55, 3.37, -1.50)
H (5.12, 1.61, -2.26)
H (4.59, 0.26, -4.25)
H (2.49, 0.69, -5.51)
H (0.92, 2.41, -4.73)